{
  "formula": "C8H11NO",
  "method": "ωB97M-V/def2-TZVPD",
  "relative_energy_kj_mol": 435.8,
  "smiles": "C[C@H]1C[C@]1(C)C#CC#N.O",
  "multiplicity": 1,
  "homo_lumo_gap_ev": 10.12,
  "total_energy_ev": -12007.8835,
  "elements": ["C", "C", "C", "C", "C", "C", "C", "C", "N", "H", "H", "H", "H", "H", "H", "H", "H", "H", "O", "H", "H"],
  "positions_angstrom": [[-6.364, -1.591, -0.066], [-5.044, -2.030, -0.650], [-4.694, -1.808, -2.084], [-3.956, -1.015, -1.011], [-4.209, 0.477, -0.879], [-2.606, -1.434, -0.724], [-1.407, -1.614, -0.583], [-0.047, -1.310, -0.494], [1.003, -1.058, -0.986], [-6.786, -0.728, -0.596], [-7.090, -2.413, -0.142], [-6.261, -1.329, 0.996], [-4.655, -2.955, -0.220], [-4.143, -2.581, -2.620], [-5.386, -1.225, -2.695], [-5.243, 0.719, -1.148], [-4.029, 0.818, 0.150], [-3.539, 1.044, -1.539], [-0.463, 1.416, -0.386], [-1.292, 1.004, -0.121], [0.378, 1.038, -0.954]]
}


{
  "formula": "C4H18N2O2",
  "method": "ωB97M-V/def2-TZVPD",
  "relative_energy_kj_mol": 0.0,
  "total_charge": 2,
  "multiplicity": 1,
  "homo_lumo_gap_ev": 12.83,
  "total_energy_ev": -11500.0725,
  "elements": ["C", "C", "C", "C", "N", "N", "H", "H", "H", "H", "H", "H", "H", "H", "H", "H", "H", "H", "H", "H", "H", "H", "O", "H", "H", "O"],
  "positions_angstrom": [[-0.481, -2.670, 0.391], [0.151, -1.486, -0.287], [0.650, -0.333, 0.616], [-0.509, 0.436, 1.294], [-0.910, 1.662, 0.566], [1.348, -1.992, -1.105], [-1.317, -2.288, 0.991], [0.105, -2.954, 1.274], [-0.857, -3.491, -0.200], [-0.485, -0.979, -1.017], [1.156, -0.805, 1.459], [1.245, 0.334, -0.003], [-0.186, 0.699, 2.295], [-1.354, -0.241, 1.364], [-1.739, 2.114, 0.964], [-1.271, 1.519, -0.398], [-0.144, 2.367, 0.558], [1.039, -2.772, -1.682], [1.843, -1.243, -1.589], [2.051, -2.375, -0.465], [-1.119, 1.582, -2.833], [-2.191, 0.610, -2.497], [-1.340, 0.926, -2.153], [1.479, 4.170, 0.175], [1.593, 3.789, 1.555], [1.243, 3.422, 0.726]]
}


{
  "formula": "C37H40Cl3HgN8O6",
  "method": "ωB97M-V/def2-TZVPD",
  "total_charge": 2,
  "multiplicity": 2,
  "homo_lumo_gap_ev": [7.74, 3.55],
  "total_energy_ev": -104936.8838,
  "elements": ["Hg", "Cl", "O", "O", "O", "O", "N", "C", "C", "C", "C", "C", "H", "H", "H", "H", "H", "N", "C", "C", "C", "C", "C", "H", "H", "H", "H", "H", "N", "C", "C", "C", "C", "C", "H", "H", "H", "H", "H", "N", "C", "C", "C", "C", "C", "H", "H", "H", "H", "H", "N", "C", "C", "C", "C", "C", "H", "H", "H", "H", "H", "N", "C", "C", "C", "C", "C", "H", "H", "H", "H", "H", "N", "C", "C", "C", "C", "C", "H", "H", "H", "H", "H", "C", "N", "O", "O", "H", "H", "H", "C", "Cl", "Cl", "H", "H"],
  "positions_angstrom": [[-2.088, -2.726, 0.032], [0.104, 0.300, -1.268], [0.565, 0.995, -0.085], [1.209, -0.171, -2.030], [-0.700, -0.844, -0.819], [-0.747, 1.220, -1.907], [-2.787, -1.198, 1.592], [-4.117, -1.253, 2.010], [-4.731, -0.205, 2.669], [-3.927, 0.885, 3.067], [-2.577, 0.949, 2.799], [-2.080, -0.093, 2.048], [-4.810, -1.989, 1.627], [-5.805, -0.228, 2.780], [-4.327, 1.741, 3.590], [-1.935, 1.780, 3.049], [-1.014, -0.004, 1.895], [-3.781, -1.777, -1.235], [-4.725, -2.567, -1.962], [-5.762, -2.081, -2.810], [-5.831, -0.701, -2.971], [-4.857, 0.114, -2.369], [-3.932, -0.454, -1.466], [-4.543, -3.630, -1.905], [-6.477, -2.720, -3.307], [-6.631, -0.284, -3.566], [-4.961, 1.179, -2.511], [-3.236, 0.165, -0.920], [-1.210, -3.882, -1.813], [-1.036, -5.254, -1.840], [-1.003, -6.113, -3.011], [-1.089, -5.441, -4.270], [-1.233, -4.043, -4.263], [-1.292, -3.342, -3.071], [-0.937, -5.695, -0.860], [-0.894, -7.185, -2.936], [-1.018, -5.989, -5.198], [-1.205, -3.546, -5.221], [-1.345, -2.265, -3.016], [0.634, 0.603, 3.666], [1.916, 0.449, 3.239], [2.880, -0.218, 4.045], [2.446, -0.688, 5.253], [1.125, -0.617, 5.639], [0.228, -0.013, 4.782], [2.238, 1.052, 2.403], [3.892, -0.452, 3.749], [3.197, -1.221, 5.817], [0.759, -0.915, 6.610], [-0.773, 0.260, 5.078], [0.086, -3.210, 0.988], [1.136, -3.207, 0.088], [2.502, -3.249, 0.515], [2.782, -3.243, 1.848], [1.737, -3.286, 2.741], [0.437, -3.302, 2.296], [0.926, -3.246, -0.970], [3.295, -3.243, -0.218], [3.794, -3.139, 2.211], [1.920, -3.247, 3.805], [-0.307, -3.409, 3.071], [2.649, 4.946, -2.107], [1.499, 4.178, -1.964], [0.286, 4.602, -1.407], [0.176, 5.953, -1.108], [1.313, 6.760, -1.242], [2.467, 6.280, -1.824], [1.606, 3.136, -2.227], [-0.504, 3.879, -1.274], [-0.720, 6.321, -0.631], [1.125, 7.776, -0.928], [3.341, 6.891, -1.997], [4.821, 2.563, -0.951], [3.757, 1.785, -0.545], [3.795, 0.805, 0.437], [5.048, 0.501, 0.991], [6.152, 1.289, 0.706], [5.939, 2.311, -0.243], [2.839, 1.851, -1.111], [2.926, 0.174, 0.550], [5.152, -0.369, 1.624], [7.146, 1.163, 1.109], [6.764, 2.953, -0.515], [0.464, 4.033, 1.848], [1.788, 3.773, 2.433], [1.905, 3.767, 3.691], [2.693, 3.544, 1.635], [0.572, 4.937, 1.249], [-0.416, 4.105, 2.486], [0.291, 3.215, 1.148], [-0.869, 0.100, -5.333], [-2.534, -0.399, -4.849], [-0.906, 1.119, -6.789], [-0.417, 0.721, -4.559], [-0.233, -0.770, -5.493]]
}


{
  "formula": "C2H4FN",
  "method": "ωB97M-V/def2-TZVPD",
  "relative_energy_kj_mol": 24.6,
  "smiles": "[H]/N=C(/C)F",
  "multiplicity": 1,
  "homo_lumo_gap_ev": 11.51,
  "total_energy_ev": -6345.7450,
  "elements": ["C", "C", "N", "F", "H", "H", "H", "H"],
  "positions_angstrom": [[-0.146, 0.483, 0.184], [0.226, -0.781, -0.588], [-0.183, 0.544, 1.465], [-0.332, 1.498, -0.624], [1.393, -0.882, -0.653], [-0.229, -0.519, -1.576], [-0.260, -1.764, -0.217], [-0.468, 1.420, 2.008]]
}


{
  "formula": "C41H39N6O4P2Sn",
  "method": "ωB97M-V/def2-TZVPD",
  "relative_energy_kj_mol": 83.1,
  "total_charge": 3,
  "multiplicity": 1,
  "homo_lumo_gap_ev": 5.49,
  "total_energy_ev": -84665.5418,
  "elements": ["Sn", "C", "O", "C", "C", "C", "C", "C", "C", "N", "N", "C", "C", "C", "C", "O", "C", "N", "C", "C", "C", "C", "H", "H", "H", "H", "H", "H", "H", "H", "H", "H", "H", "H", "O", "C", "O", "C", "C", "C", "C", "C", "C", "P", "C", "C", "C", "C", "C", "C", "C", "C", "C", "C", "C", "C", "H", "H", "H", "H", "H", "H", "H", "H", "H", "H", "H", "H", "H", "H", "C", "N", "C", "N", "C", "N", "C", "P", "C", "C", "H", "H", "H", "H", "H", "H", "H", "H", "H", "H", "H", "H", "H"],
  "positions_angstrom": [[0.688, -1.465, -2.508], [2.239, 6.441, 7.059], [2.077, 5.066, 7.528], [2.349, 4.062, 6.774], [2.844, 4.192, 5.434], [3.064, 3.075, 4.709], [2.821, 1.779, 5.291], [2.383, 1.674, 6.657], [2.149, 2.789, 7.374], [2.989, 0.645, 4.641], [3.512, 0.447, 3.534], [3.305, -0.055, 2.380], [4.506, -0.374, 1.590], [4.424, -0.804, 0.336], [3.117, -0.956, -0.307], [2.995, -1.203, -1.488], [1.882, -0.807, 0.531], [0.727, -1.147, -0.055], [-0.404, -1.024, 0.644], [-0.420, -0.530, 1.945], [0.770, -0.168, 2.539], [1.957, -0.327, 1.827], [1.867, 7.061, 7.861], [1.652, 6.598, 6.159], [3.290, 6.649, 6.885], [3.068, 5.168, 5.026], [3.466, 3.137, 3.703], [2.258, 0.688, 7.090], [1.823, 2.752, 8.407], [5.469, -0.242, 2.070], [5.307, -1.033, -0.248], [-1.321, -1.322, 0.144], [-1.363, -0.432, 2.470], [0.773, 0.232, 3.547], [-3.436, -1.765, -1.304], [-2.593, -1.039, -1.816], [-1.390, -1.471, -2.103], [-2.919, 0.392, -2.163], [-4.277, 0.708, -2.189], [-4.713, 1.966, -2.568], [-3.784, 2.938, -2.912], [-2.428, 2.648, -2.864], [-1.971, 1.380, -2.495], [-0.150, 1.199, -2.373], [0.483, 2.214, -3.747], [0.096, 1.789, -5.023], [0.519, 2.472, -6.151], [1.347, 3.580, -6.019], [1.744, 4.000, -4.758], [1.315, 3.321, -3.620], [0.294, 2.073, -0.829], [1.649, 2.114, -0.475], [2.070, 2.835, 0.636], [1.135, 3.497, 1.423], [-0.216, 3.427, 1.105], [-0.638, 2.719, -0.018], [-4.984, -0.063, -1.911], [-5.775, 2.185, -2.602], [-4.109, 3.926, -3.219], [-1.716, 3.426, -3.117], [-0.561, 0.931, -5.134], [0.205, 2.142, -7.136], [1.681, 4.117, -6.900], [2.389, 4.864, -4.655], [1.615, 3.687, -2.648], [2.383, 1.612, -1.100], [3.132, 2.902, 0.862], [1.457, 4.090, 2.273], [-0.948, 3.948, 1.715], [-1.693, 2.682, -0.261], [-2.600, -7.011, -2.537], [-3.252, -5.617, -2.501], [-3.776, -5.351, -1.071], [-2.726, -5.517, -0.122], [-2.133, -6.853, -0.216], [-1.582, -7.110, -1.548], [-0.397, -6.281, -1.837], [-0.787, -4.455, -1.815], [-2.279, -4.542, -2.921], [-1.720, -4.445, -0.201], [-2.203, -7.151, -3.538], [-3.396, -7.726, -2.352], [-4.048, -5.610, -3.138], [-4.579, -6.065, -0.904], [-4.158, -4.335, -1.066], [-2.893, -7.599, 0.008], [-1.336, -6.942, 0.520], [0.017, -6.556, -2.807], [0.373, -6.489, -1.094], [-1.971, -4.741, -3.946], [-2.792, -3.584, -2.880], [-2.222, -3.482, -0.113], [-1.012, -4.553, 0.622]]
}


{
  "formula": "C48H61CuI2NO4SSbSi",
  "method": "ωB97M-V/def2-TZVPD",
  "relative_energy_kj_mol": 0.0,
  "total_charge": -1,
  "multiplicity": 2,
  "homo_lumo_gap_ev": [6.98, 6.62],
  "total_energy_ev": -146544.7055,
  "elements": ["Cu", "I", "C", "C", "C", "I", "C", "C", "C", "C", "N", "C", "C", "O", "H", "H", "H", "H", "C", "C", "C", "C", "C", "C", "H", "H", "H", "H", "H", "H", "H", "H", "H", "C", "C", "C", "C", "C", "C", "C", "Sb", "C", "C", "C", "C", "C", "C", "C", "C", "C", "C", "C", "C", "C", "C", "H", "H", "H", "H", "H", "H", "H", "H", "H", "H", "H", "H", "H", "H", "H", "H", "H", "H", "H", "H", "H", "C", "C", "C", "C", "O", "Si", "S", "O", "C", "C", "C", "C", "O", "C", "C", "C", "C", "H", "H", "H", "H", "H", "H", "H", "H", "H", "H", "H", "H", "H", "H", "H", "H", "H", "H", "H", "H", "H", "H", "H", "H", "H", "H", "H"],
  "positions_angstrom": [[-0.886, 0.492, 1.321], [-5.682, -0.520, -0.849], [-4.955, -0.578, 1.104], [-5.824, -0.914, 2.149], [-5.404, -0.913, 3.455], [-6.794, -1.403, 4.950], [-4.068, -0.574, 3.779], [-3.523, -0.511, 5.082], [-2.218, -0.149, 5.271], [-1.419, 0.146, 4.159], [-1.889, 0.065, 2.936], [-3.192, -0.263, 2.711], [-3.609, -0.238, 1.310], [-2.780, 0.090, 0.402], [-6.849, -1.174, 1.916], [-4.155, -0.741, 5.929], [-1.794, -0.091, 6.265], [-0.387, 0.461, 4.261], [1.369, 5.291, 1.437], [0.059, 4.935, 2.155], [-1.079, 5.808, 1.610], [0.218, 5.177, 3.661], [-0.256, 3.511, 1.913], [-0.484, 2.337, 1.684], [1.634, 6.340, 1.615], [1.269, 5.131, 0.362], [2.182, 4.657, 1.796], [-0.855, 6.870, 1.759], [-2.016, 5.573, 2.119], [-1.220, 5.626, 0.542], [0.492, 6.220, 3.855], [0.997, 4.529, 4.070], [-0.716, 4.959, 4.183], [1.215, 3.752, -2.093], [0.831, 3.437, -3.524], [1.386, 4.181, -4.566], [1.056, 3.923, -5.889], [0.150, 2.913, -6.187], [-0.403, 2.162, -5.158], [-0.070, 2.404, -3.824], [-0.859, 1.121, -2.234], [-0.347, -0.692, -3.300], [0.838, -0.670, -4.039], [1.319, -1.812, -4.668], [0.607, -2.998, -4.564], [-0.553, -3.039, -3.804], [-1.033, -1.909, -3.139], [-2.217, -2.038, -2.212], [-2.883, 1.452, -2.934], [-3.434, 0.757, -4.007], [-4.718, 1.032, -4.465], [-5.467, 2.017, -3.838], [-4.927, 2.713, -2.764], [-3.641, 2.447, -2.296], [-3.093, 3.235, -1.129], [1.905, 4.596, -2.046], [1.689, 2.895, -1.608], [0.335, 3.998, -1.493], [2.096, 4.969, -4.335], [1.504, 4.508, -6.684], [-0.118, 2.702, -7.217], [-1.100, 1.369, -5.402], [1.395, 0.255, -4.136], [2.238, -1.771, -5.241], [0.964, -3.895, -5.058], [-1.092, -3.977, -3.698], [-2.696, -3.014, -2.309], [-2.968, -1.269, -2.390], [-1.890, -1.914, -1.173], [-2.859, -0.023, -4.500], [-5.129, 0.477, -5.301], [-6.474, 2.237, -4.175], [-5.521, 3.473, -2.266], [-3.856, 3.895, -0.712], [-2.248, 3.859, -1.441], [-2.737, 2.579, -0.331], [3.564, 0.240, 0.043], [4.090, -1.180, -0.170], [5.338, -1.408, 0.675], [4.385, -1.404, -1.646], [3.134, -2.188, 0.196], [1.827, -2.177, 1.197], [0.299, -1.109, 0.272], [1.459, -3.758, 1.464], [1.365, -4.890, 0.583], [0.626, -4.522, -0.701], [2.768, -5.401, 0.262], [0.592, -5.945, 1.359], [2.229, -1.546, 2.664], [2.422, -2.106, 3.967], [3.522, -3.165, 3.939], [2.845, -0.939, 4.848], [1.115, -2.710, 4.471], [4.334, 0.963, -0.243], [3.295, 0.404, 1.090], [2.669, 0.411, -0.559], [6.132, -0.707, 0.400], [5.700, -2.431, 0.535], [5.094, -1.268, 1.733], [5.110, -0.670, -2.007], [3.461, -1.311, -2.223], [4.790, -2.409, -1.801], [1.194, -3.787, -1.281], [-0.346, -4.079, -0.468], [0.475, -5.415, -1.318], [3.338, -4.628, -0.257], [2.707, -6.290, -0.372], [3.296, -5.660, 1.185], [-0.420, -5.589, 1.571], [1.094, -6.153, 2.309], [0.528, -6.874, 0.783], [4.455, -2.732, 3.565], [3.234, -3.988, 3.281], [3.696, -3.556, 4.945], [3.780, -0.513, 4.475], [2.989, -1.264, 5.883], [2.080, -0.158, 4.819], [0.795, -3.511, 3.802], [0.333, -1.949, 4.488], [1.241, -3.114, 5.479]]
}